Entry 1:
Molecular formula: C45H60O5
Method: DFT, ωB97M-V/def2-TZVPD

XYZ file:
```
110
C45H60O5, DFT ωB97M-V/def2-TZVPD
C 3.600 3.548 2.913
C 4.016 4.481 1.973
C 4.256 4.125 0.689
C 3.896 2.842 0.284
C 3.401 1.935 1.168
C 3.366 2.240 2.500
H 3.497 3.901 3.900
H 4.241 5.457 2.339
H 4.641 4.891 0.013
H 3.975 2.609 -0.760
H 3.106 0.955 0.756
H 3.062 1.436 3.067
C -1.487 -4.229 2.474
C -2.166 -3.354 3.284
C -3.383 -3.766 3.790
C -3.875 -5.012 3.470
C -3.277 -5.770 2.564
C -2.088 -5.358 2.034
H -0.493 -3.995 2.076
H -1.745 -2.420 3.582
H -3.894 -3.112 4.471
H -4.818 -5.309 3.933
H -3.762 -6.703 2.300
H -1.491 -6.064 1.419
C 2.591 -2.375 4.818
C 1.844 -1.244 5.010
C 1.417 -0.460 3.942
C 1.767 -0.778 2.642
C 2.458 -1.981 2.428
C 2.813 -2.789 3.485
H 3.054 -2.907 5.617
H 1.600 -0.823 5.962
H 0.697 0.419 4.198
H 1.459 -0.134 1.796
H 2.710 -2.275 1.426
H 3.333 -3.728 3.306
C 1.912 4.675 -4.063
C 2.807 5.469 -3.306
C 3.990 4.912 -2.869
C 4.344 3.582 -3.114
C 3.398 2.791 -3.774
C 2.225 3.336 -4.240
H 1.018 5.103 -4.517
H 2.701 6.517 -3.100
H 4.684 5.584 -2.373
H 5.286 3.206 -2.838
H 3.574 1.745 -4.029
H 1.553 2.754 -4.813
C -2.566 4.047 0.554
C -1.913 5.086 1.208
C -0.553 4.993 1.411
C 0.093 3.757 1.121
C -0.596 2.743 0.480
C -1.916 2.887 0.166
H -3.603 4.201 0.322
H -2.364 6.041 1.410
H 0.035 5.727 1.921
H 1.107 3.661 1.516
H -0.001 1.918 0.225
H -2.482 2.111 -0.284
C -5.652 -3.952 -1.641
C -4.415 -3.335 -2.273
C -3.161 -3.956 -1.841
O -4.391 -2.319 -2.920
H -5.955 -4.946 -2.014
H -6.504 -3.272 -1.500
H -5.371 -4.283 -0.655
H -2.335 -3.517 -2.351
H -3.206 -5.016 -2.142
H -2.970 -3.884 -0.780
C -2.597 2.888 4.270
C -3.079 1.804 3.435
C -2.140 0.623 3.163
O -4.245 1.796 3.013
H -3.402 3.385 4.808
H -2.049 3.586 3.634
H -1.826 2.511 4.951
H -1.120 1.057 2.866
H -2.509 -0.051 2.390
H -2.180 0.023 4.064
C -1.533 -0.758 -4.888
C -0.538 0.213 -5.522
C -1.090 1.517 -5.976
O 0.655 -0.022 -5.575
H -2.249 -0.307 -4.234
H -1.091 -1.650 -4.424
H -2.134 -1.100 -5.737
H -0.234 2.118 -6.296
H -1.610 1.965 -5.161
H -1.921 1.418 -6.722
C 1.709 -4.424 -0.741
C 1.454 -3.826 -2.029
C 2.522 -3.002 -2.740
O 0.317 -3.713 -2.442
H 0.743 -4.939 -0.490
H 1.853 -3.678 0.028
H 2.512 -5.156 -0.709
H 2.011 -2.681 -3.670
H 3.381 -3.646 -2.909
H 2.728 -2.118 -2.157
C 0.444 0.231 -2.115
C 0.579 -0.768 -1.037
C -0.638 -1.351 -0.334
O 1.692 -1.063 -0.677
H 0.413 -0.277 -3.103
H 1.360 0.777 -2.221
H -0.507 0.765 -2.017
H -0.910 -2.177 -0.987
H -1.497 -0.717 -0.141
H -0.371 -1.870 0.663
```

Calculated values
structure (SMILES): c1ccccc1.c1ccccc1.c1ccccc1.c1ccccc1.c1ccccc1.CC(C)=O.CC(C)=O.CC(C)=O.CC(C)=O.CC(C)=O
2S+1: 1
ΔE to the lowest compared entry with this formula, charge and spin: 0.0915 eV
LUMO energy: 0.58 eV
total energy: -2126.8066 a.u.

=====

Entry 2:
Molecular formula: C45H61BF45NO15P3
Method: DFT, ωB97M-V/def2-TZVPD

XYZ file:
```
171
C45H61BF45NO15P3, DFT ωB97M-V/def2-TZVPD
C 0.062 6.159 -0.339
O 0.067 4.840 -0.854
C 0.410 4.838 -2.237
C 0.562 3.398 -2.698
C 0.771 3.289 -4.216
C 0.405 1.912 -4.800
C 1.351 0.823 -4.273
C 0.873 -0.624 -4.573
C 0.570 -1.487 -3.303
C 1.922 -2.045 -2.896
N 2.324 -2.889 -1.682
C 2.552 -1.936 -0.529
F 3.674 -1.200 -0.871
F 1.554 -0.984 -0.525
C 2.840 -2.351 1.002
F 2.816 -3.663 1.281
F 1.904 -1.723 1.780
F 4.062 -1.855 1.367
C 3.677 -3.475 -2.177
P 5.123 -2.534 -2.944
C 4.649 -0.925 -3.707
O 5.977 -2.001 -1.622
C 4.374 -4.308 -1.080
C 5.593 -5.099 -1.698
O 5.772 -6.319 -0.981
O 6.808 -6.144 -0.030
O 3.521 -5.286 -0.533
C 2.202 -5.452 -1.015
C 2.336 -6.484 -2.183
P 1.576 -6.628 0.341
O 2.666 -7.614 0.556
O 1.206 -5.989 1.768
O 0.273 -7.413 -0.184
C 1.406 -4.129 -1.410
B 0.604 -4.627 -2.742
C -0.791 -5.338 -2.749
O 1.229 -4.519 -3.994
P 0.066 -3.670 -0.070
C -1.233 -2.593 -0.806
O -0.833 -5.032 0.189
H -0.490 6.197 0.606
H -0.404 6.864 -1.041
H 1.086 6.519 -0.145
H -0.371 5.382 -2.796
H 1.353 5.405 -2.352
H -0.338 2.851 -2.391
H 1.442 2.992 -2.181
H 1.826 3.517 -4.431
H 0.188 4.069 -4.725
H 0.589 1.980 -5.881
H -0.642 1.664 -4.595
H 1.543 0.907 -3.192
H 2.333 0.963 -4.750
H 1.554 -1.171 -5.239
H -0.078 -0.551 -5.118
H 0.113 -0.793 -2.596
H -0.223 -2.180 -3.604
H 2.361 -2.508 -3.781
H 2.492 -1.114 -2.809
H 3.459 -4.164 -3.002
H 3.987 -1.127 -4.560
H 4.173 -0.231 -3.010
H 5.576 -0.521 -4.130
H 6.742 -1.503 -1.948
H 4.734 -3.660 -0.269
H 5.398 -5.387 -2.736
H 6.524 -4.542 -1.568
H 6.354 -5.791 0.755
H 2.715 -6.057 -3.112
H 1.454 -7.117 -2.320
H 3.115 -7.183 -1.849
H 0.322 -6.282 2.046
H 0.398 -8.348 0.053
H -1.605 -4.820 -2.239
H -0.685 -6.295 -2.209
H -1.135 -5.596 -3.754
H 0.702 -3.988 -4.607
H -1.454 -2.805 -1.853
H -1.024 -1.533 -0.674
H -2.168 -2.783 -0.261
H -1.597 -4.762 0.720
C -2.129 -0.112 4.779
C -1.560 1.110 5.531
C -2.282 2.454 5.384
F -2.264 2.902 4.114
F -1.648 3.374 6.146
F -0.252 1.252 5.228
F -1.636 0.805 6.855
O -1.494 -0.508 3.560
C -1.850 -0.013 2.329
C -0.676 0.683 1.633
F -0.252 1.739 2.339
F -1.083 1.111 0.414
F -2.944 0.763 2.387
F -2.178 -1.078 1.539
H -1.940 -0.951 5.442
H -3.212 -0.056 4.673
H -3.319 2.377 5.723
H 0.150 -0.016 1.510
C -5.355 -6.276 -3.871
C -4.235 -5.462 -4.553
C -4.635 -4.389 -5.572
F -5.246 -4.914 -6.640
F -3.505 -3.770 -6.007
F -3.331 -6.303 -5.097
F -3.587 -4.783 -3.553
O -5.624 -7.583 -4.358
C -6.532 -7.825 -5.376
C -5.862 -8.495 -6.581
F -4.906 -7.696 -7.095
F -6.789 -8.711 -7.537
F -7.202 -6.713 -5.725
F -7.443 -8.695 -4.893
H -4.984 -6.452 -2.861
H -6.267 -5.689 -3.754
H -5.284 -3.639 -5.112
H -5.412 -9.445 -6.287
C 1.918 11.020 -1.090
C 1.259 9.806 -1.778
C 0.542 10.031 -3.114
F -0.504 10.860 -2.994
F 0.070 8.838 -3.557
F 0.428 9.203 -0.898
F 2.268 8.925 -2.051
O 1.214 11.623 -0.011
C 0.300 12.649 -0.176
C -1.092 12.235 0.310
F -1.553 11.186 -0.402
F -1.953 13.264 0.138
F 0.273 13.108 -1.442
F 0.711 13.670 0.605
H 2.807 10.607 -0.613
H 2.280 11.755 -1.808
H 1.233 10.429 -3.862
H -1.070 11.959 1.361
C 2.565 -5.943 6.718
C 1.662 -6.846 5.858
C 0.936 -6.218 4.661
F 0.060 -5.261 5.024
F 0.218 -7.185 4.023
F 0.780 -7.479 6.659
F 2.470 -7.798 5.315
O 2.038 -5.484 7.953
C 1.293 -4.338 8.085
C -0.099 -4.664 8.642
F -0.765 -5.476 7.797
F -0.813 -3.523 8.773
F 1.227 -3.632 6.938
F 1.914 -3.552 8.992
H 3.392 -6.584 7.020
H 3.011 -5.139 6.131
H 1.657 -5.800 3.961
H -0.013 -5.150 9.615
C -2.416 7.418 3.798
C -3.215 7.057 5.069
C -4.646 7.592 5.208
F -4.673 8.933 5.263
F -5.174 7.124 6.361
F -2.495 7.382 6.160
F -3.335 5.694 5.057
O -1.452 8.464 3.878
C -1.756 9.786 3.630
C -1.469 10.685 4.838
F -2.226 10.324 5.888
F -1.773 11.962 4.513
F -3.010 9.939 3.172
F -0.932 10.187 2.628
H -1.810 6.535 3.602
H -3.064 7.532 2.929
H -5.271 7.251 4.377
H -0.416 10.621 5.118
```

Calculated values
2S+1: 1
charge: +1
LUMO energy: -2.25 eV
total energy: -8477.2540 a.u.

=====

Entry 3:
Molecular formula: C45H62F4O21
Method: DFT, ωB97M-V/def2-TZVPD

XYZ file:
```
132
C45H62F4O21, DFT ωB97M-V/def2-TZVPD
C -1.586 -1.465 -0.157
O -0.503 -0.623 0.159
C -0.217 0.457 -0.555
O -0.857 1.011 -1.390
O 1.068 0.853 -0.200
C 1.584 1.976 -0.778
H -2.550 -0.960 -0.087
H -1.644 -2.272 0.573
H -1.555 -2.024 -1.093
H 1.253 2.011 -1.816
H 2.673 1.936 -0.771
H 1.176 2.917 -0.408
C 4.269 1.862 -5.659
O 4.502 1.203 -4.375
C 4.171 1.701 -3.227
O 3.638 2.783 -3.049
O 4.457 0.935 -2.118
C 5.048 -0.388 -2.264
H 4.304 1.182 -6.511
H 4.857 2.754 -5.876
H 3.264 2.258 -5.518
H 4.521 -0.925 -3.052
H 4.873 -0.853 -1.293
H 6.128 -0.365 -2.409
C -3.399 0.231 3.528
O -4.631 0.998 3.229
C -5.196 1.637 4.212
O -4.622 1.895 5.264
O -6.402 2.113 3.858
C -7.161 3.024 4.656
H -2.546 0.856 3.794
H -3.171 -0.308 2.609
H -3.498 -0.544 4.288
H -7.345 2.585 5.637
H -8.168 3.297 4.340
H -6.646 3.977 4.774
C -1.370 -4.343 3.325
O -0.405 -5.231 2.618
C -0.931 -6.111 1.721
O -2.104 -6.023 1.253
O -0.033 -7.041 1.562
C -0.094 -8.027 0.618
H -1.037 -3.336 3.075
H -1.362 -4.512 4.402
H -2.358 -4.461 2.882
H -0.649 -8.818 1.121
H 0.889 -8.433 0.379
H -0.533 -7.703 -0.326
C 2.852 -3.435 4.810
O 2.060 -2.377 4.133
C 2.195 -2.054 2.798
O 1.330 -1.413 2.180
O 3.407 -2.438 2.275
C 3.911 -1.904 1.134
H 3.907 -3.160 4.820
H 2.837 -4.395 4.294
H 2.468 -3.512 5.827
H 4.496 -0.999 1.298
H 3.203 -1.809 0.311
H 4.610 -2.664 0.787
C 5.092 -5.976 -2.196
O 3.801 -5.735 -1.599
C 3.325 -4.511 -1.302
O 3.898 -3.450 -1.495
O 2.075 -4.632 -0.878
C 1.308 -3.498 -0.611
H 5.914 -6.319 -1.568
H 5.347 -5.096 -2.787
H 4.918 -6.717 -2.977
H 1.690 -2.513 -0.880
H 1.009 -3.523 0.437
H 0.348 -3.496 -1.128
C -5.811 4.874 2.158
O -4.962 4.370 1.170
C -5.352 3.255 0.490
O -6.376 2.610 0.776
O -4.441 2.881 -0.385
C -4.358 1.515 -0.832
H -5.214 4.646 3.041
H -6.819 4.462 2.202
H -5.871 5.962 2.117
H -4.696 0.643 -0.271
H -3.284 1.386 -0.964
H -4.843 1.660 -1.797
F 0.853 1.451 -4.467
C 0.596 0.115 -4.410
C -0.404 -0.392 -5.215
C -0.546 -1.767 -5.355
C 0.270 -2.614 -4.635
C 1.260 -2.150 -3.820
C 1.446 -0.750 -3.657
H -0.892 0.259 -5.925
H -1.162 -2.106 -6.175
H 0.194 -3.690 -4.575
H 1.868 -2.815 -3.224
H 2.307 -0.480 -3.063
F -3.781 -3.096 1.643
C -4.961 -2.660 2.042
C -5.451 -1.490 1.570
C -6.761 -1.113 1.888
C -7.575 -1.935 2.663
C -7.069 -3.014 3.325
C -5.752 -3.399 2.943
H -4.799 -0.990 0.869
H -7.141 -0.196 1.464
H -8.609 -1.638 2.761
H -7.809 -3.607 3.843
H -5.430 -4.346 3.351
F 1.488 6.245 0.710
C 0.817 5.675 -0.243
C -0.506 5.340 0.050
C -1.210 4.558 -0.911
C -0.700 4.409 -2.198
C 0.548 4.829 -2.516
C 1.324 5.481 -1.506
H -0.860 5.496 1.058
H -2.219 4.256 -0.670
H -1.347 4.068 -2.992
H 0.963 4.762 -3.511
H 2.306 5.902 -1.664
F 8.377 7.091 -0.235
C 7.242 6.392 -0.454
C 7.257 5.413 -1.484
C 6.103 4.670 -1.531
C 5.140 4.828 -0.518
C 5.206 5.685 0.571
C 6.246 6.538 0.563
H 8.090 5.247 -2.152
H 5.938 4.085 -2.424
H 4.217 4.292 -0.684
H 4.366 5.575 1.241
H 6.486 7.262 1.328
```

Calculated values
<S²>: 0.77
2S+1: 2
charge: +1
LUMO energy (spin up / spin down): -4.07 / -7.97 eV
total energy: -3730.9582 a.u.